No. 1
A cluster of 2 separate species, C2H3OP in total, computed with wB97M-V/def2-TZVPD.

For the relative energy (zero: lowest compared OMol25 entry of this formula, charge and spin), the calculation gives 53.7 kcal per mole. Its SMILES is C#P.C=O.

```
! RIJCOSX wB97M-V def2-TZVPD def2/J DEFGRID3
* xyz 0 1
C 1.26 -0.51 0.60
C -1.07 0.52 -0.56
O -0.67 -0.08 -1.50
P 1.24 -1.51 1.82
H 1.74 -0.06 -0.34
H -1.58 0.02 0.33
H -0.92 1.62 -0.34
*
```

***

No. 2
A cluster of 2 separate species, C3H13N2O in total, computed with wB97M-V/def2-TZVPD.

For the relative energy (zero: lowest compared OMol25 entry of this formula, charge and spin), the calculation gives 43.2 kcal per mole.

```
! RIJCOSX wB97M-V def2-TZVPD def2/J DEFGRID3
* xyz 1 1
N -0.71 -0.25 1.14
C 0.34 -0.63 0.14
C 0.85 -2.07 0.14
C 1.58 0.36 0.06
N 1.18 1.66 0.45
H -1.62 -0.53 0.97
H -0.72 0.73 1.17
H -0.56 -0.58 2.15
H -0.04 -0.39 -0.90
H 1.78 -2.23 -0.46
H 0.19 -2.90 -0.41
H 1.05 -2.39 1.21
H 2.29 -0.11 0.75
H 2.00 0.22 -0.96
H 1.55 2.16 1.18
H 1.07 2.30 -0.31
H -2.76 1.66 -2.35
H -4.07 1.85 -2.04
O -3.38 1.14 -1.95
*
```

***

No. 3
A structure of composition C2HBr2N2, computed with wB97M-V/def2-TZVPD.

For the relative energy (zero: lowest compared OMol25 entry of this formula, charge and spin), the calculation gives 3.4 kcal per mole.

```
! RIJCOSX wB97M-V def2-TZVPD def2/J DEFGRID3
* xyz 1 1
C -0.56 -0.23 0.01
C 0.79 -0.54 0.08
N -1.42 2.13 0.03
N -1.00 1.13 0.02
Br 1.30 -2.30 0.07
Br 2.16 0.70 0.03
H -1.27 -0.89 -0.23
*
```

***

No. 4
A cluster of 2 separate species, C9H9N3O2 in total, computed with wB97M-V/def2-TZVPD.

For the relative energy (zero: lowest compared OMol25 entry of this formula, charge and spin), the calculation gives 90.6 kcal per mole. Its SMILES is O=c1cc[nH]c(=O)[nH]1.c1ccncc1.

```
! RIJCOSX wB97M-V def2-TZVPD def2/J DEFGRID3
* xyz 0 1
C 4.73 0.51 1.44
C 3.67 1.12 0.55
C 3.49 0.73 -0.75
C 4.39 -0.25 -1.21
C 5.05 -1.00 -0.22
C -4.28 -0.47 0.52
C -4.51 0.89 0.30
C -3.44 1.65 -0.08
C -2.08 -0.33 -0.72
H 5.17 0.68 2.54
H 2.90 1.68 1.03
H 2.81 1.23 -1.49
H 4.39 -0.44 -2.24
H 5.35 -2.10 -0.46
H -3.06 -1.96 -0.15
H -5.63 1.06 0.41
H -3.59 2.81 -0.05
H -1.61 1.59 -0.86
N 5.25 -0.67 0.99
N -3.37 -1.03 -0.51
N -2.29 0.99 -0.52
O -4.73 -1.25 1.38
O -1.02 -0.83 -1.04
*
```

***

No. 5
A structure of composition C33H37BMnN5O4, computed with wB97M-V/def2-TZVPD.

As for the expectation value of S²: 4.09.

```
! RIJCOSX wB97M-V def2-TZVPD def2/J DEFGRID3
* xyz 1 4
Mn 0.48 1.20 0.03
C 4.10 0.09 -1.14
C 3.74 -0.72 0.08
C 4.29 -1.99 0.23
C 4.02 -2.74 1.36
C 3.23 -2.22 2.37
C 2.67 -0.94 2.26
C 1.95 -0.36 3.44
C 2.90 -0.22 1.09
N 2.23 1.02 0.86
C 2.98 2.15 1.07
O 4.12 2.20 1.48
C 2.23 3.37 0.64
C 2.65 4.69 0.69
C 1.80 5.66 0.18
C 0.57 5.32 -0.37
C 0.22 3.99 -0.38
N 1.04 3.07 0.12
C -1.03 3.38 -0.99
O -1.88 4.06 -1.51
N -1.01 2.01 -0.88
C -2.12 1.30 -1.44
C -3.34 1.25 -0.76
C -3.61 2.08 0.46
C -4.35 0.44 -1.28
C -4.15 -0.29 -2.44
C -2.96 -0.18 -3.13
C -1.94 0.64 -2.66
C -0.75 0.91 -3.55
H 4.27 -0.55 -2.00
H 5.01 0.66 -0.95
H 3.33 0.83 -1.40
H 4.94 -2.38 -0.54
H 4.44 -3.73 1.47
H 3.04 -2.79 3.27
H 1.51 -1.13 4.06
H 1.16 0.35 3.16
H 2.65 0.21 4.05
H 3.62 4.92 1.10
H 2.10 6.70 0.21
H -0.11 6.05 -0.79
H -2.73 2.25 1.07
H -4.37 1.61 1.08
H -3.98 3.07 0.15
H -5.29 0.39 -0.76
H -4.94 -0.93 -2.82
H -2.82 -0.71 -4.07
H -0.50 0.03 -4.16
H 0.14 1.25 -3.03
H -1.00 1.71 -4.25
O -1.35 1.33 2.92
B -0.68 0.95 1.81
O -1.12 -0.18 1.20
C -2.26 -0.52 1.94
C -3.16 -1.53 1.72
C -4.20 -1.61 2.64
C -4.32 -0.73 3.70
C -3.40 0.30 3.90
C -2.37 0.38 2.99
H -3.07 -2.21 0.88
H -4.95 -2.39 2.52
H -5.15 -0.83 4.38
H -3.49 1.00 4.72
C 1.70 -2.95 -2.37
C 0.57 -3.04 -1.34
C 0.76 -4.29 -0.48
C -0.79 -3.08 -2.03
N 0.57 -1.92 -0.37
N 0.60 -0.63 -0.99
H 1.68 -3.84 -3.01
H 2.67 -2.91 -1.88
H 1.60 -2.09 -3.04
H 0.66 -5.19 -1.09
H 0.00 -4.32 0.31
H 1.75 -4.29 -0.02
H -0.88 -3.98 -2.63
H -0.94 -2.24 -2.72
H -1.59 -3.07 -1.30
H 1.42 -1.98 0.19
H -0.24 -0.59 -1.58
H 1.40 -0.55 -1.63
*
```

***

No. 6
A cluster of 2 separate species, C6H10O in total, computed with wB97M-V/def2-TZVPD.

For the relative energy (zero: lowest compared OMol25 entry of this formula, charge and spin), the calculation gives 60.7 kcal per mole. Its SMILES is C=CC(=C)C=C.O.

```
! RIJCOSX wB97M-V def2-TZVPD def2/J DEFGRID3
* xyz 0 1
C 0.47 1.18 0.05
C -0.46 1.97 -0.56
C 0.19 0.38 2.20
C 0.15 0.10 0.96
C -0.21 -1.17 0.42
C -0.50 -2.31 1.13
H 1.53 1.07 -0.32
H -0.34 2.49 -1.47
H -1.47 2.11 -0.16
H -0.07 -0.18 3.10
H 0.52 1.41 2.54
H -0.08 -1.22 -0.68
H -0.75 -3.23 0.57
H -0.72 -2.48 2.13
H 0.58 0.13 -3.95
H -0.33 0.40 -2.78
O 0.40 -0.17 -3.02
*
```

***

No. 7
A structure of composition C38H60N6O3SSn, computed with wB97M-V/def2-TZVPD.

For the relative energy (zero: lowest compared OMol25 entry of this formula, charge and spin), the calculation gives 0.0 kcal per mole.

```
! RIJCOSX wB97M-V def2-TZVPD def2/J DEFGRID3
* xyz 0 1
Sn 0.29 -0.05 0.74
C 1.01 -3.21 -0.72
N -0.22 -2.44 -0.71
C -1.32 -3.27 -0.25
C -0.55 -1.89 -2.02
C 0.44 -0.84 -2.52
N 0.42 0.44 -1.80
C 1.65 1.18 -2.17
C 2.05 2.42 -1.40
C 2.40 3.57 -2.10
C 3.06 4.62 -1.48
C 3.33 4.48 -0.12
C 2.98 3.36 0.63
C 2.31 2.31 -0.04
O 2.00 1.16 0.58
C 3.36 3.26 2.11
C 2.08 3.22 2.95
C 4.20 4.45 2.58
C 4.20 2.00 2.37
C 3.58 5.85 -2.21
C 3.05 7.13 -1.54
C 3.18 5.88 -3.68
C 5.12 5.85 -2.14
C -0.78 1.19 -2.22
C -1.09 2.47 -1.48
C -1.14 3.67 -2.17
C -1.67 4.81 -1.59
C -2.17 4.69 -0.30
C -2.14 3.51 0.43
C -1.55 2.37 -0.16
O -1.46 1.18 0.45
C -2.79 3.44 1.82
C -3.50 4.74 2.21
C -1.71 3.16 2.87
C -3.85 2.32 1.85
C -1.81 6.14 -2.33
C -1.12 6.11 -3.70
C -1.18 7.27 -1.51
C -3.30 6.43 -2.55
H 0.99 -4.00 -1.49
H 1.17 -3.66 0.26
H 1.86 -2.56 -0.92
H -1.54 -4.09 -0.96
H -2.22 -2.66 -0.13
H -1.07 -3.72 0.71
H -1.54 -1.44 -1.93
H -0.60 -2.69 -2.77
H 0.22 -0.67 -3.59
H 1.45 -1.25 -2.46
H 1.59 1.44 -3.24
H 2.48 0.48 -2.05
H 2.19 3.60 -3.16
H 3.87 5.27 0.37
H 1.60 4.20 2.95
H 2.32 2.95 3.99
H 1.39 2.49 2.55
H 3.66 5.40 2.48
H 5.14 4.52 2.03
H 4.45 4.32 3.64
H 3.64 1.10 2.13
H 4.49 1.96 3.42
H 5.11 2.01 1.75
H 1.96 7.15 -1.58
H 3.43 8.01 -2.07
H 3.36 7.20 -0.50
H 2.09 5.85 -3.79
H 3.60 5.03 -4.22
H 3.54 6.79 -4.15
H 5.47 5.92 -1.11
H 5.52 6.70 -2.69
H 5.52 4.93 -2.57
H -1.64 0.53 -2.06
H -0.71 1.41 -3.29
H -0.77 3.68 -3.19
H -2.63 5.56 0.15
H -2.79 5.57 2.30
H -3.97 4.61 3.18
H -4.27 5.01 1.49
H -0.95 3.95 2.85
H -1.21 2.21 2.66
H -2.14 3.12 3.87
H -4.62 2.52 1.10
H -4.31 2.26 2.83
H -3.39 1.36 1.61
H -0.07 5.84 -3.60
H -1.19 7.09 -4.17
H -1.61 5.39 -4.37
H -0.14 7.04 -1.28
H -1.71 7.42 -0.57
H -1.22 8.21 -2.07
H -3.77 5.61 -3.10
H -3.42 7.35 -3.14
H -3.82 6.56 -1.61
C -4.43 -3.61 2.63
C -2.98 -3.75 2.87
N -2.33 -4.85 3.06
N -1.03 -4.46 3.25
C -0.86 -3.13 3.19
S 0.57 -2.30 3.41
N -2.12 -2.66 2.95
N -2.56 -1.35 2.82
H -4.93 -4.54 2.87
H -4.62 -3.36 1.58
H -4.82 -2.79 3.24
H -0.32 -5.13 3.46
H -2.18 -0.78 3.56
H -2.25 -0.94 1.94
O 0.50 0.65 4.59
C 0.02 0.31 3.63
*
```

***

No. 8
A structure of composition C19H18F9N4NiP, computed with wB97M-V/def2-TZVPD.

For the relative energy (zero: lowest compared OMol25 entry of this formula, charge and spin), the calculation gives 15.1 kcal per mole. As for the expectation value of S²: 3.76.

```
! RIJCOSX wB97M-V def2-TZVPD def2/J DEFGRID3
* xyz 1 4
Ni -0.17 0.09 0.13
C -0.17 -2.32 -1.72
N 0.84 -1.52 -1.02
C 1.79 -0.92 -1.96
C 1.37 0.48 -2.36
C 1.72 1.03 -3.58
C 1.38 2.35 -3.83
C 0.72 3.08 -2.86
C 0.40 2.46 -1.67
N 0.72 1.19 -1.43
C 1.53 -2.28 0.03
C 2.29 -1.34 0.93
C 3.28 -1.77 1.79
C 3.94 -0.83 2.57
C 3.62 0.51 2.43
C 2.62 0.86 1.55
N 1.94 -0.05 0.84
C -1.49 -2.33 -1.00
C -2.44 -3.29 -1.26
C -3.69 -3.19 -0.65
C -3.93 -2.13 0.21
C -2.91 -1.22 0.44
N -1.72 -1.32 -0.15
H 0.19 -3.34 -1.88
H -0.34 -1.87 -2.70
H 1.92 -1.54 -2.85
H 2.77 -0.84 -1.48
H 2.24 0.43 -4.31
H 1.63 2.80 -4.79
H 0.44 4.11 -3.02
H -0.13 3.00 -0.90
H 2.23 -3.01 -0.40
H 0.79 -2.84 0.62
H 3.54 -2.82 1.84
H 4.69 -1.14 3.28
H 4.13 1.28 2.99
H 2.33 1.90 1.40
H -2.22 -4.10 -1.94
H -4.46 -3.92 -0.86
H -4.88 -2.00 0.69
H -3.09 -0.38 1.10
F -0.25 -1.08 2.40
C -0.46 0.27 2.27
F -1.68 0.54 2.64
F 0.37 0.90 3.07
F -1.59 1.48 0.02
P -3.14 2.43 -0.34
F -2.39 2.89 -1.68
F -2.42 3.61 0.45
F -3.68 1.82 1.03
F -3.61 1.09 -1.10
F -4.44 3.23 -0.65
*
```

***

No. 9
A structure of composition C17H21N7PdSSe2, computed with wB97M-V/def2-TZVPD.

```
! RIJCOSX wB97M-V def2-TZVPD def2/J DEFGRID3
* xyz 2 1
Pd 0.16 0.12 -0.33
N -0.39 -2.15 -1.59
N 0.71 -2.63 -2.31
C 1.88 -1.96 -2.40
N 2.84 -2.49 -3.16
S 2.20 -0.50 -1.62
H -0.76 -2.90 -1.00
H -1.13 -1.83 -2.22
H 0.58 -3.44 -2.91
H 2.74 -3.37 -3.65
H 3.71 -1.99 -3.26
C -2.84 -0.09 1.28
N -2.22 -1.36 1.54
C -0.92 -1.60 1.80
Se 0.44 -0.34 1.98
N -0.75 -2.92 1.99
C -1.96 -3.56 1.89
C -2.33 -4.89 2.03
C -3.68 -5.17 1.90
C -4.62 -4.18 1.63
C -4.25 -2.86 1.46
C -2.91 -2.56 1.60
H -2.08 0.69 1.29
H -3.57 0.13 2.06
H -3.34 -0.10 0.32
H 0.13 -3.34 2.28
H -1.61 -5.66 2.24
H -4.01 -6.19 2.02
H -5.66 -4.45 1.56
H -4.98 -2.09 1.25
C 0.15 3.11 1.21
N 0.88 3.20 -0.02
C 0.52 2.73 -1.23
Se -1.01 1.72 -1.64
N 1.42 3.12 -2.15
C 2.41 3.86 -1.52
C 3.55 4.49 -2.00
C 4.32 5.15 -1.06
C 3.98 5.19 0.29
C 2.84 4.57 0.77
C 2.06 3.91 -0.16
H -0.78 2.56 1.06
H -0.08 4.12 1.57
H 0.76 2.60 1.97
H 1.36 2.94 -3.14
H 3.83 4.46 -3.04
H 5.22 5.65 -1.38
H 4.62 5.72 0.98
H 2.59 4.59 1.82
*
```

***

No. 10
A cluster of 2 separate species, C3H11NO2 in total, computed with wB97M-V/def2-TZVPD.

For the relative energy (zero: lowest compared OMol25 entry of this formula, charge and spin), the calculation gives 5.4 kcal per mole. Its SMILES is C[C@@H](N)CO.O.

```
! RIJCOSX wB97M-V def2-TZVPD def2/J DEFGRID3
* xyz 0 1
C 0.47 -0.43 -1.82
O 0.75 -1.75 -2.25
C 0.07 -0.37 -0.37
C -0.33 1.06 0.00
N -1.05 -1.26 -0.15
H 1.37 0.18 -1.97
H -0.34 0.00 -2.40
H -0.01 -2.09 -2.73
H 0.95 -0.61 0.24
H -0.72 1.02 1.01
H -1.05 1.50 -0.68
H 0.56 1.69 0.01
H -0.78 -2.23 -0.22
H -1.46 -1.09 0.76
H 0.45 1.65 2.77
H 0.97 1.25 4.13
O 0.16 1.48 3.67
*
```

***

no.,E_tot (a.u.)
1,-494.4780
2,-306.5669
3,-5333.9937
4,-663.0248
5,-3030.2097
6,-309.7456
7,-2650.7591
8,-3702.2979
9,-6372.1675
10,-326.1228